A 10-piece molecular cluster, C40H110N10O10 overall at a distorted geometry. Source: the OMol25 dataset; level of theory: ωB97M-V with the def2-TZVPD basis set.

The geometry in XYZ format:
```
170
Properties=species:S:1:pos:R:3:forces:R:3
O 5.773 17.461 -3.409 1.1038 0.1895 0.6251
O 0.451 16.947 3.151 -1.3272 0.4074 -1.0445
O -4.895 18.789 -1.700 -0.3841 1.2089 -0.1589
O -1.881 15.753 -4.725 0.4461 0.4877 0.0557
O 5.093 18.523 1.281 0.0451 -0.7835 0.1995
O -6.686 24.444 -4.671 1.5182 0.1700 0.8614
O -1.365 21.846 -2.742 0.1484 -0.3432 0.2745
O -2.358 25.858 -3.479 -0.2296 -0.9791 1.1724
O 3.149 23.598 -4.189 -1.0940 0.5373 0.0014
O 2.186 12.429 -2.371 0.5681 2.2637 0.5565
N -7.454 27.156 -2.098 -0.4751 1.4275 0.1109
N -2.353 27.077 0.089 -0.4676 1.2128 -0.2124
N -2.949 19.544 0.134 2.6069 -0.7443 0.5590
N -2.775 17.116 -1.391 -0.5277 -0.6941 -0.4476
N -0.977 15.843 0.737 -0.3091 -0.5291 -0.5636
N -0.399 19.156 -1.227 0.8891 2.3671 0.3293
N 7.361 16.542 -5.763 -0.3810 0.4076 0.6121
N 6.162 21.561 -4.891 0.4239 -0.8073 0.7683
N 2.402 14.903 -0.363 0.0204 -0.6878 -0.1300
N 1.584 17.676 0.357 0.0886 1.0161 -0.3533
C 2.550 19.689 1.350 0.9646 -0.3683 0.9440
C -3.047 14.752 -2.168 -0.3303 0.8761 -0.0153
C 3.026 15.225 -2.670 0.1824 0.4960 0.3381
C 1.242 13.499 -2.160 0.0760 -0.1408 -0.9742
C 5.093 23.105 -6.311 -0.6131 0.2304 -0.4162
C -1.629 16.398 1.912 0.3088 -0.4422 -0.1793
C -7.152 25.721 -4.161 -0.5462 -0.5390 -1.0454
C 5.642 18.449 -2.363 0.0222 -1.2405 -0.2611
C 6.301 17.797 1.499 0.7476 0.5943 0.4202
C 1.870 14.868 -1.723 0.3892 -0.9223 -0.8266
C -6.889 25.970 -2.686 1.3380 -0.3622 0.3078
C -6.225 18.574 -2.150 -0.8032 0.2422 -0.0944
C 0.266 19.996 -2.186 -1.5469 -0.8952 -1.2586
C 2.815 18.469 0.504 0.0796 -0.1317 0.1218
C 1.631 11.201 -2.666 -0.1401 -1.1445 0.3361
C -7.332 24.782 -1.896 -0.0902 -0.3674 0.0634
C 1.438 16.455 4.014 -0.7830 -0.1907 0.6671
C 7.183 15.763 -4.569 0.1562 -0.3242 1.4795
C -0.813 20.574 -3.157 -0.3031 1.8643 -0.8496
C 8.405 14.863 -4.417 -0.4679 -0.3820 0.8791
C -5.246 24.386 -4.711 -0.1556 -0.3005 0.0185
C -2.178 26.330 -4.777 -0.7664 0.3464 -0.4036
C 5.332 22.720 -4.854 -2.0532 0.8766 -0.6605
C 1.742 23.388 -3.879 1.5308 -0.9559 0.1794
C -2.300 22.421 -3.690 0.1036 0.0249 0.8018
C -2.313 16.115 -2.331 0.9685 -1.1660 0.3780
C -2.321 26.127 -1.000 0.1598 -1.3675 -0.8612
C -0.494 15.582 -4.948 0.4443 0.3996 0.2859
C -3.573 25.206 -0.923 0.5949 0.4453 -0.2501
C -4.594 20.185 -1.432 -0.7361 0.0802 0.5006
C -3.054 15.728 2.013 1.6366 0.5615 0.3199
C 1.248 19.067 -2.848 0.7447 -0.5083 -1.5022
C 3.956 22.436 -4.128 0.6190 0.2553 -0.5254
C -0.777 16.182 3.164 -0.4785 1.1832 -0.1737
C -4.122 20.338 -0.008 1.2184 -0.3685 0.1034
C 6.973 16.646 -3.236 -1.0764 -1.2534 -2.1227
C -3.624 21.747 0.332 -2.3853 0.5981 -0.1623
C -2.164 26.788 -2.427 0.1970 -0.1100 0.9424
C -2.241 16.713 -3.728 -0.6338 -0.9616 -0.9426
C 3.975 17.632 1.064 1.2392 0.9624 -0.5043
H -5.480 20.817 -1.498 -0.2560 -0.1588 -0.5117
H 0.329 18.753 -0.654 0.8665 -2.4123 0.9696
H 6.815 15.882 -2.474 0.0478 0.3372 0.6115
H 0.746 18.140 -3.127 -0.2480 -0.0888 0.0509
H 5.361 17.961 -1.430 0.1868 -0.2001 0.2765
H -4.822 25.032 -5.479 -0.1983 0.3155 -0.0993
H 8.225 17.015 -5.537 0.4076 0.5913 -0.6750
H -0.222 16.443 0.436 0.2331 0.0580 0.1409
H -4.872 23.385 -4.929 -0.7044 -0.3168 -0.3640
H 4.810 19.122 -2.569 0.3018 0.1557 -0.5423
H 7.015 18.411 2.048 -0.1783 0.6475 -0.2530
H -3.176 21.888 1.316 0.3468 -0.5436 -0.1355
H 1.156 17.541 1.262 -0.0146 0.0104 0.6079
H -1.538 27.673 0.064 0.0905 0.1942 -0.0640
H -3.064 14.429 -1.126 0.4636 0.1297 0.0933
H -6.528 17.530 -2.082 0.5398 -0.1021 0.1834
H 6.271 16.944 2.177 -0.8911 -0.4136 -0.2102
H 3.432 21.593 -4.579 0.0599 -0.1946 -0.5440
H -3.420 15.516 1.009 -0.0376 0.0430 0.1122
H -1.469 16.572 3.911 0.4613 -0.2267 0.9670
H 8.583 14.261 -5.308 0.0729 0.3431 -0.0948
H 2.752 15.575 -3.665 -0.2947 -0.4503 -0.0871
H -1.406 25.557 -0.836 0.0094 -0.8045 -0.4788
H 2.108 18.745 -2.260 -0.1558 0.3667 0.3041
H 8.255 14.151 -3.605 -0.0520 -0.0888 0.1316
H 5.837 23.540 -4.344 -0.2642 0.3477 0.2023
H -2.427 25.521 -5.464 0.1802 -0.1496 0.0884
H -3.048 22.218 -0.464 0.2440 -0.3264 0.0763
H -2.322 26.621 0.989 -0.1443 -0.2432 -0.0501
H -8.411 24.679 -2.011 -0.1058 -0.2187 -0.0575
H -3.700 24.778 0.071 0.0517 0.2065 0.1339
H -1.287 15.877 -2.053 0.3821 -0.0006 0.0201
H 6.987 21.830 -5.407 0.2285 -0.2573 -0.2607
H 3.619 16.046 -2.267 -0.0645 0.1394 0.2522
H 4.275 16.954 0.265 -0.1703 -0.5522 0.1774
H -4.460 25.783 -1.183 -0.0147 0.0292 0.1846
H -0.535 15.130 3.315 -0.2167 -0.1308 -0.0325
H 0.746 20.748 -1.560 0.1225 0.6637 -0.0826
H 1.838 16.756 0.026 0.2129 -0.4374 -0.2454
H 7.882 17.228 -3.082 -0.0917 0.3189 0.2579
H -8.224 25.640 -4.344 -0.0660 0.4648 -0.0400
H -6.948 19.139 -1.560 0.0638 0.0576 0.3128
H 3.053 14.132 -0.339 0.5582 -0.0698 0.3885
H 1.097 24.259 -3.992 0.6607 0.2552 -0.1367
H 1.119 10.864 -1.765 -0.0790 -0.6375 -0.0133
H 1.357 22.586 -4.508 -0.1340 -0.0993 -0.2509
H 1.730 20.337 1.040 0.0067 -0.1333 0.0102
H 1.629 19.430 -3.802 0.0767 0.3885 0.1402
H 6.637 17.233 -5.624 -0.1796 0.7292 -0.7858
H -7.146 24.962 -0.837 0.2601 -0.3439 0.0453
H -1.042 19.679 -0.648 -1.9350 0.0229 0.2665
H 1.690 23.033 -2.850 -0.2620 0.0695 0.2766
H -1.720 16.066 0.090 0.1612 -0.5244 -1.0716
H 6.803 17.515 0.574 -0.2708 -0.1992 -0.2372
H -5.806 26.080 -2.626 0.2707 -0.2952 0.1407
H 6.598 18.950 -2.208 -0.1306 0.3718 -0.0498
H 3.158 18.759 -0.489 -0.0406 0.1122 -0.1680
H 1.672 14.631 0.279 -0.3726 -0.1324 0.2631
H -4.556 22.305 0.422 -0.0367 0.6618 -0.0890
H -7.804 27.010 -1.161 -0.5749 -0.6800 -0.1088
H -2.216 17.958 -1.413 0.7968 -0.0090 -0.4328
H 0.004 16.441 -5.396 -0.3663 0.5160 -0.2868
H 0.057 15.448 -4.017 -0.0501 -0.4449 0.2153
H -2.691 23.377 -3.344 0.2993 -0.1177 0.8218
H -2.619 19.597 1.087 0.0661 -0.0831 0.1728
H 4.678 22.270 -6.877 0.1627 -0.3870 0.1675
H -3.198 17.092 -4.088 -0.4002 -0.0959 0.3312
H 9.284 15.437 -4.124 0.1831 0.0995 -0.3395
H -1.605 19.856 -3.369 -0.2573 -0.3729 0.6010
H 2.316 17.098 3.955 0.1729 -0.4859 -0.4775
H -6.681 26.464 -4.805 -0.2724 0.4976 0.1097
H -3.827 20.595 -2.088 0.0684 -0.3491 -0.2906
H -2.904 18.574 -0.144 -1.1647 0.0118 0.4992
H 6.019 23.389 -6.811 0.0881 0.0762 0.0960
H -6.752 27.844 -1.864 0.3108 0.2675 -0.7509
H -0.296 14.759 -5.636 -0.4005 -0.1740 0.2720
H -1.722 17.455 1.665 -0.3125 0.5271 0.9046
H -3.652 17.437 -1.776 -0.5996 0.2340 0.4291
H -1.181 26.700 -5.015 0.2073 0.0664 0.2658
H -1.622 17.609 -3.676 0.6969 -0.0280 -0.2464
H -2.567 13.976 -2.765 -0.1254 0.1593 -0.0792
H 0.795 13.590 -3.150 -0.3830 0.6056 -0.0919
H -3.163 21.759 -3.757 0.0837 -0.1401 -0.7020
H 1.086 15.625 -1.718 -0.3241 -0.0239 -0.5017
H -3.523 24.360 -1.608 0.1791 0.1308 -0.1171
H 3.826 17.098 2.003 -0.6277 -0.1519 -0.0375
H 1.515 15.392 3.789 1.0356 -0.0788 0.0911
H 6.494 21.426 -3.947 0.2366 -0.4801 0.2528
H 6.294 15.140 -4.673 -0.1642 -0.0161 0.0099
H 2.450 10.546 -2.965 0.0817 -0.1107 0.4978
H -6.829 23.900 -2.293 -0.1841 -0.2128 0.3975
H -4.875 19.941 0.673 -0.5076 0.5018 0.0829
H 2.428 19.291 2.357 -0.8481 0.1923 0.2653
H 0.939 11.095 -3.501 -0.3467 0.8845 -0.2535
H 1.117 16.533 5.053 -0.1848 -0.0299 0.2544
H 3.478 20.240 1.507 -0.1028 0.3491 -0.5821
H -0.454 20.781 -4.165 0.9624 -0.3321 -0.0143
H -4.726 24.594 -3.776 -0.3857 0.5063 0.3295
H 0.425 13.211 -1.498 0.0744 -0.2100 0.4804
H -6.412 18.883 -3.179 0.4466 0.0989 -0.2386
H 4.357 23.892 -6.477 0.2149 0.2828 0.4161
H -3.762 16.378 2.528 0.0313 -0.1750 0.1043
H -2.855 27.631 -2.454 -0.2428 0.1533 -0.3645
H 3.715 14.383 -2.728 -0.1314 -0.0951 -0.2602
H -1.843 22.752 -4.623 0.2269 -0.8754 -0.3695
H -2.922 27.104 -4.967 0.0970 0.4063 -0.2166
H -1.144 27.149 -2.553 0.1584 0.4348 0.3327
H -2.893 14.793 2.550 -0.4426 -0.0916 0.0036
H 4.137 22.114 -3.102 0.1238 0.1966 0.4918
H -4.108 14.821 -2.409 -0.0384 0.0520 -0.4622
```
Positions in Å, forces in eV/Å.

Calculated values
- HOMO level (spin up / spin down) (eV) = -10.64 / -10.64
- E_tot (Ha) = -2889.3891
- total charge = +1
- HOMO-LUMO gap (spin up / spin down) (eV) = 8.931 / 3.546
- multiplicity = 2
- molar mass (Da) = 891.38
- energy above the lowest of the compared OMol25 structures with the same formula, charge and spin (eV) = 0.366

These are the Mulliken partial charges, in e, on atoms 1 to 2: -0.3833 -0.2663